[1]
C37H40Br2ClN3O4P2SiZr | ωB97M-V with the def2-TZVPD basis set

Each line ends with the Löwdin charge.
CARTESIAN COORDINATES (ANGSTROEM)
Zr: 1.728 0.196 0.650  1.0412
C: 0.522 2.131 -2.467  -0.2471
P: 1.780 2.292 -1.167  0.7792
C: 3.255 2.768 -2.112  -0.2428
C: 1.343 3.763 -0.184  -0.3912
C: 0.625 4.826 -0.721  -0.0665
C: 0.324 5.935 0.058  -0.0400
C: 0.744 5.991 1.379  -0.0402
C: 1.467 4.940 1.925  -0.0664
C: 1.768 3.820 1.154  -0.3834
P: 2.693 2.406 1.826  0.8167
C: 2.489 2.406 3.626  -0.2201
C: 4.464 2.700 1.580  -0.2105
H: 0.726 1.215 -3.025  0.0301
H: 0.568 2.972 -3.159  0.0608
H: -0.476 2.068 -2.035  0.0391
H: 3.042 3.692 -2.650  0.0676
H: 3.491 1.974 -2.820  0.0508
H: 4.116 2.921 -1.468  0.0298
H: 0.298 4.800 -1.753  0.1085
H: -0.234 6.758 -0.368  0.1218
H: 0.514 6.858 1.985  0.1223
H: 1.791 5.002 2.956  0.1056
H: 3.152 1.639 4.028  0.0615
H: 1.463 2.162 3.901  0.0513
H: 2.765 3.366 4.060  0.0572
H: 4.748 3.652 2.030  0.0722
H: 4.720 2.707 0.524  0.0209
H: 5.010 1.887 2.061  0.0675
O: 2.321 -3.950 5.180  0.1630
C: 1.044 -3.615 5.182  -0.4876
O: 0.282 -3.974 6.033  0.1134
C: 0.532 -2.753 4.053  -0.0244
C: -0.815 -2.587 3.776  -0.5466
Cl: -2.107 -3.448 4.437  0.9119
N: -0.948 -1.716 2.744  -0.0318
N: 0.280 -1.320 2.298  0.0815
C: 1.152 -1.950 3.092  -0.1299
C: 2.603 -1.700 2.868  -0.4936
O: 3.464 -2.423 3.293  0.1622
O: 2.844 -0.624 2.137  -0.3242
C: -2.200 -1.297 2.161  -0.1993
C: -3.320 -1.083 2.958  -0.0519
C: -4.533 -0.806 2.348  -0.0417
C: -4.622 -0.700 0.967  -0.0530
C: -3.480 -0.834 0.187  -0.0665
C: -2.263 -1.107 0.793  -0.0852
H: 2.828 -3.539 4.449  0.0757
H: -3.256 -1.134 4.034  0.0991
H: -5.413 -0.663 2.961  0.1252
H: -5.577 -0.502 0.499  0.1224
H: -3.535 -0.696 -0.883  0.0911
H: -1.415 -1.437 0.209  0.0455
Br: 3.929 -0.271 -0.633  0.4787
C: 3.841 -2.414 -1.117  -0.3622
Br: 0.885 -1.617 -1.333  0.4956
H: 4.592 -2.714 -0.370  -0.0743
H: 4.407 -2.284 -2.052  -0.0798
C: 0.871 -1.433 -6.941  -0.0521
C: -0.047 -0.465 -6.562  -0.0664
C: -0.595 -0.498 -5.288  -0.1166
C: -0.234 -1.506 -4.388  -0.3616
C: 0.694 -2.476 -4.784  -0.0975
C: 1.244 -2.436 -6.053  -0.0561
Si: -1.012 -1.534 -2.730  0.4866
C: -2.044 -2.958 -2.189  -0.3553
C: -3.394 -2.931 -2.557  -0.1175
C: -4.243 -3.966 -2.201  -0.0605
C: -3.753 -5.040 -1.469  -0.0511
C: -2.415 -5.085 -1.106  -0.0578
C: -1.562 -4.052 -1.466  -0.1130
H: 1.299 -1.407 -7.934  0.1163
H: -0.337 0.311 -7.257  0.1125
H: -1.313 0.262 -4.996  0.0963
H: 0.994 -3.263 -4.100  0.1050
H: 1.961 -3.187 -6.356  0.1161
H: -1.670 -0.237 -2.453  0.0026
H: -3.789 -2.100 -3.135  0.1087
H: -5.283 -3.941 -2.499  0.1148
H: -4.416 -5.850 -1.194  0.1162
H: -2.031 -5.931 -0.552  0.1146
H: -0.518 -4.109 -1.184  0.0755
C: -2.227 2.442 3.074  -0.0434
C: -2.492 2.086 1.605  -0.1548
C: -1.368 1.306 1.085  -0.1224
N: -0.267 1.163 0.785  0.0574
H: -3.066 3.024 3.448  0.0967
H: -1.321 3.041 3.171  0.0753
H: -2.133 1.544 3.683  0.0777
H: -2.519 2.981 0.977  0.1408
H: -3.433 1.556 1.477  0.1037

Its lowest unoccupied orbital energy is -6.93 eV. For the total energy, the calculation gives -8526.22435 hartree. The total charge is +2. The frontier orbital gap is 0.2017 Ha.


[2]
C18H30PdS3 | ωB97M-V with the def2-TZVPD basis set

Each line ends with the Löwdin charge.
CARTESIAN COORDINATES (ANGSTROEM)
Pd: 0.160 0.142 -0.618  0.2340
C: 0.076 3.314 -0.611  -0.0554
C: 0.769 2.206 0.151  -0.2794
C: 0.283 1.828 1.428  -0.2330
C: -0.964 2.485 1.970  -0.0523
C: 0.987 0.890 2.199  -0.2180
C: 0.649 0.681 3.655  -0.0469
C: 2.052 0.173 1.628  -0.2271
C: 2.665 -0.990 2.360  -0.0462
C: 2.553 0.544 0.372  -0.2302
C: 3.759 -0.176 -0.175  -0.0445
C: 1.980 1.635 -0.328  -0.2387
C: 2.751 2.300 -1.451  -0.0475
H: 0.191 4.266 -0.092  0.0910
H: -0.991 3.103 -0.697  0.0617
H: 0.470 3.411 -1.621  0.0681
H: -0.733 3.449 2.429  0.0922
H: -1.449 1.860 2.714  0.0718
H: -1.679 2.661 1.168  0.0559
H: -0.023 -0.166 3.806  0.0857
H: 0.181 1.568 4.071  0.0707
H: 1.559 0.496 4.222  0.0789
H: 3.599 -0.712 2.846  0.0903
H: 2.878 -1.796 1.663  0.0675
H: 1.991 -1.385 3.112  0.0691
H: 4.620 -0.033 0.477  0.0915
H: 4.014 0.156 -1.175  0.0656
H: 3.560 -1.244 -0.232  0.0738
H: 2.548 1.855 -2.424  0.0863
H: 3.818 2.223 -1.254  0.0753
H: 2.507 3.358 -1.500  0.0707
C: -3.604 -1.476 -2.652  -0.5156
C: -3.885 -0.791 -1.321  -0.5022
S: -2.469 0.123 -0.580  0.8579
C: -2.002 -0.988 0.795  -0.5270
C: -1.598 -2.387 0.374  -0.5206
S: 0.010 -2.457 -0.493  0.8693
C: -0.428 -2.093 -2.245  -0.5555
C: -1.254 -3.156 -2.941  -0.5188
S: -3.041 -3.219 -2.524  0.8518
H: -2.862 -0.930 -3.229  0.0696
H: -4.526 -1.517 -3.235  0.0650
H: -4.247 -1.492 -0.571  0.0725
H: -4.646 -0.029 -1.484  0.0643
H: -2.849 -1.028 1.486  0.0803
H: -1.153 -0.480 1.276  0.0398
H: -2.337 -2.860 -0.270  -0.0031
H: -1.453 -3.002 1.264  0.0751
H: 0.550 -2.034 -2.738  0.0730
H: -0.910 -1.105 -2.304  0.0054
H: -0.901 -4.152 -2.678  0.0653
H: -1.179 -3.030 -4.024  0.0722

Its lowest unoccupied orbital energy is 0.58 eV. For the total energy, the calculation gives -2026.27879 hartree. The frontier orbital gap is 0.2440 Ha.


[3]
C14H23N2PRuS | ωB97M-V with the def2-TZVPD basis set

Each line ends with the Löwdin charge.
CARTESIAN COORDINATES (ANGSTROEM)
C: -2.782 0.196 -4.066  0.0143
C: -2.586 -1.009 -3.406  0.0833
C: -1.810 -1.075 -2.229  -0.2157
C: -1.233 0.080 -1.715  -0.1509
C: -1.473 1.309 -2.360  -0.2381
C: -2.262 1.367 -3.521  0.0418
C: -1.676 -2.389 -1.521  -0.1181
C: -0.247 -2.884 -1.324  -0.1585
N: 0.777 -1.810 -1.116  -0.3818
Ru: 0.037 -0.095 0.060  0.8263
C: -0.834 2.529 -1.772  -0.2321
P: 0.739 1.831 -1.034  0.7600
H: -3.013 -1.940 -3.794  0.1518
H: -2.447 2.344 -3.974  0.1433
H: -3.365 0.233 -4.996  0.1428
H: -1.410 2.940 -0.929  0.1222
H: -0.648 3.348 -2.483  0.1181
H: -2.151 -2.332 -0.531  0.1323
H: -2.205 -3.166 -2.085  0.1308
H: -0.202 -3.544 -0.446  0.1305
C: 1.469 3.230 -0.127  -0.2233
C: 1.707 1.952 -2.591  -0.2176
H: 0.089 -3.466 -2.198  0.1406
C: 1.345 -1.400 -2.417  -0.0748
C: 1.872 -2.382 -0.317  -0.0934
H: -0.568 1.363 0.392  0.0164
H: 1.817 -2.279 -2.886  0.1138
H: 0.572 -1.012 -3.086  0.0862
H: 2.104 -0.630 -2.248  0.0756
H: 2.417 -3.116 -0.919  0.1114
H: 2.535 -1.577 0.002  0.0723
H: 1.456 -2.866 0.567  0.0944
H: 1.731 2.988 -2.959  0.0744
H: 2.733 1.629 -2.402  0.0616
H: 1.290 1.331 -3.389  0.0518
H: 1.609 4.114 -0.766  0.0731
H: 0.831 3.480 0.728  0.0598
H: 2.440 2.885 0.248  0.0619
H: 1.538 0.322 0.533  0.0419
S: -0.016 0.022 4.867  0.9643
C: -0.062 -0.183 3.280  -0.7421
N: -0.119 -0.339 2.096  -0.0502

Its lowest unoccupied orbital energy (spin up / spin down) is -6.09 / -10.38 eV. For the total energy, the calculation gives -1490.43556 hartree. The expectation value of S² is 6.04. The total charge is +2. Its multiplicity is 5. The frontier orbital gap (spin up / spin down) is 0.3006 / 0.2038 Ha.